The following is a quantum chemistry calculation of one molecule with the formula C18H16BrClN2O3 at a distorted geometry, from the OMol25 dataset.

The geometry in XYZ format:
```
41
Properties=species:S:1:pos:R:3:forces:R:3:nbo_charge:R:1
O -0.772 -2.153 3.401 -0.87 0.68 0.29 -0.572
Cl 0.241 3.454 0.458 1.37 -0.63 -0.30 0.006
Br 2.078 -1.908 -4.234 -0.33 -0.06 1.54 0.039
N 0.266 0.610 1.592 2.86 -0.61 -2.48 -0.419
O -4.973 0.890 -0.122 -0.26 -0.12 0.25 -0.552
O -1.634 -0.474 0.720 -1.31 0.68 -0.12 -0.531
C -0.345 -1.676 2.373 0.35 -1.18 1.26 0.662
C 1.156 0.321 0.629 -3.09 -0.17 2.47 0.278
C 4.259 3.190 -0.101 -0.83 -0.34 -0.03 -0.194
C 4.541 1.832 0.007 0.41 -0.23 0.07 -0.200
C 2.945 3.652 0.009 -0.14 -0.37 0.15 -0.228
C 1.539 -3.299 -1.699 -0.22 0.53 0.32 -0.201
C 3.523 0.899 0.234 -0.36 1.66 -0.24 -0.202
C 1.542 -0.907 -1.504 -0.24 0.19 -0.56 -0.127
C 1.201 -3.404 -0.315 0.63 0.03 -1.85 -0.241
C 1.886 2.760 0.265 0.40 -0.42 -0.23 0.002
C 1.657 -2.043 -2.314 0.17 -0.06 0.71 -0.100
C 2.170 1.357 0.324 0.68 0.31 0.42 -0.046
C 1.201 -0.986 -0.142 0.48 0.27 -0.02 -0.159
C 1.025 -2.264 0.455 -0.05 0.47 -0.64 0.187
N 0.656 -2.430 1.789 -0.03 0.53 -1.01 -0.603
C -6.052 0.607 -1.038 0.62 -0.37 -0.23 -0.250
C -0.814 -0.313 1.853 0.33 -0.05 -0.47 0.138
C -3.764 0.134 -0.339 -0.68 -0.04 -0.03 -0.074
C -2.669 0.568 0.633 -0.05 0.23 0.24 -0.080
H 5.043 3.910 -0.281 0.09 -0.02 -0.03 0.222
H 5.594 1.521 -0.090 -0.68 -0.03 0.15 0.220
H 2.786 4.719 -0.109 -0.33 -0.20 0.15 0.233
H 1.706 -4.143 -2.357 -0.16 -0.30 0.46 0.234
H 3.805 -0.139 0.382 -0.42 0.05 -0.16 0.232
H 1.673 0.090 -1.947 -0.02 -0.51 0.22 0.231
H 1.078 -4.383 0.150 0.05 0.20 -0.24 0.222
H 0.670 -3.384 2.163 0.04 0.66 -0.17 0.417
H -5.719 0.884 -2.042 0.01 -0.25 -0.21 0.167
H -6.368 -0.468 -1.038 0.38 0.75 0.15 0.171
H -6.947 1.233 -0.866 0.70 -0.19 0.60 0.199
H -1.389 0.089 2.684 -0.09 0.03 0.09 0.203
H -3.442 0.299 -1.365 0.13 -0.23 -0.24 0.168
H -3.952 -0.926 -0.154 -0.05 -0.15 -0.22 0.175
H -3.136 0.739 1.615 0.19 -0.31 -0.10 0.186
H -2.265 1.544 0.321 0.30 -0.43 0.04 0.188
```
Positions in Å, forces in eV/Å.

Summary:
charge	0
electronic energy	-110611.7621	eV
SMILES string	COCCO[C@@H]1N=C(c2ccccc2Cl)c2cc(Br)ccc2NC1=O
gap between HOMO and LUMO	8.61	eV
lowest unoccupied orbital energy	-0.3	eV
relative energy (zero: lowest compared OMol25 entry of this formula, charge and spin)	0.0	kcal/mol
E_HOMO	-8.908	eV
M	423.69	g/mol